# C3H9S3

A cluster of 2 separate species, C3H9S3 in total (ωB97M-V/def2-TZVPD, the OMol25 dataset).

Geometry as XYZ:
```
15
Properties=species:S:1:pos:R:3:forces:R:3
C 2.1882 -1.4243 1.9514 -0.0966 -0.6268 1.3576
S 2.7290 0.2044 1.4108 0.3742 0.1720 0.0107
H 2.8409 -2.2523 1.5959 -0.4576 0.4061 0.0202
H 2.2091 -1.4866 3.0859 -0.0456 -0.0307 -1.0889
H 1.1379 -1.6090 1.6585 0.4245 -0.1626 -0.0291
C 0.6846 1.7923 -0.3869 -0.5863 1.0319 -0.4331
S -0.6312 0.5711 -0.1878 -0.1280 0.0968 0.3838
S -1.4187 0.4629 -2.1133 -0.4220 0.3423 -0.1584
C -2.9272 -0.4099 -1.5897 -0.0661 -0.9193 0.3912
H 1.5519 1.1913 -0.5956 0.5835 0.2888 -0.2191
H 0.4378 2.5829 -1.1651 0.1429 -0.9619 0.8943
H 0.8285 2.2392 0.6176 -0.0857 -0.2689 -0.7100
H -3.0709 -0.2434 -0.5142 0.0211 0.2154 -0.2499
H -3.8829 -0.1277 -2.0925 1.0358 -0.1919 0.0049
H -2.6769 -1.4907 -1.6748 -0.6943 0.6089 -0.1741
```
Forces are in eV/Å.

Computed properties:
DFT total energy   -1314.25843 hartree
Charge   -1
HOMO energy   -2.2858 eV
Gap between HOMO and LUMO   5.25 eV